The following is a quantum chemistry calculation of a molecular structure, C6H8N5O, from the OMol25 dataset.

## Properties
Energy relative to the best compared isomer or geometry (same formula, charge and spin): 772.0 kJ/mol
Spin multiplicity: 1
E_tot: -581.9271 hartree
HOMO level (spin up / spin down): -12.54 / -12.16 eV
HOMO-LUMO gap (spin up / spin down): 6.48 / 7.38 eV
Net charge: +1

Structure (XYZ):
```
20
Properties=species:S:1:pos:R:3:forces:R:3
C 2.913 -0.762 -0.922 -1.84 -0.49 -2.64
C 4.100 -0.433 0.770 3.11 -1.28 0.03
C -1.903 0.735 0.396 0.99 1.36 0.15
C 2.230 -0.086 0.027 -1.21 0.32 -0.90
C -3.460 -1.188 0.530 1.01 1.01 2.91
C -0.115 2.144 -0.493 3.25 -2.39 -3.23
N 4.155 -0.989 -0.420 0.25 0.38 1.80
N -1.637 -0.855 -0.982 1.92 -0.66 -1.20
N -0.679 -0.030 -1.201 0.18 -0.85 -1.45
N -2.372 -0.453 0.017 1.70 3.52 -0.26
N -0.797 1.045 -0.391 -5.30 -3.55 2.08
O 2.975 0.184 1.089 -0.54 0.00 0.33
H 2.550 -1.134 -1.951 0.76 0.77 2.03
H 4.875 -0.526 1.547 -0.53 0.36 -0.61
H -2.241 1.417 1.154 -0.34 -0.23 0.20
H -3.321 -1.042 1.632 -0.82 -0.78 -0.83
H -4.360 -0.828 0.174 -1.94 0.91 -0.58
H -3.305 -2.140 0.187 0.16 -2.63 -0.32
H 0.698 1.982 -1.190 0.12 0.75 0.03
H -0.305 2.959 0.027 -0.92 3.49 2.44
```
Positions in Å, forces in eV/Å.

---

The following is a quantum chemistry calculation of 2 unconnected molecules or ions with the total composition C6H8N6O, from the OMol25 dataset.

## Properties
Energy relative to the best compared isomer or geometry (same formula, charge and spin): 331.3 kJ/mol
Spin multiplicity: 1
E_tot: -637.0439 hartree
HOMO level (spin up / spin down): -8.21 / -8.21 eV
HOMO-LUMO gap (spin up / spin down): 7.94 / 7.94 eV

Structure (XYZ):
```
21
Properties=species:S:1:pos:R:3:forces:R:3
C -2.760 0.609 -0.370 1.30 -1.29 0.41
C 2.456 -2.241 -0.773 -2.23 1.84 2.83
C -1.400 -0.994 -0.968 -0.04 3.91 -1.03
C 2.654 -0.824 0.781 2.13 -0.51 1.40
C -0.693 2.731 0.708 -0.23 1.35 -1.52
C 0.389 0.088 0.593 0.33 -2.29 -2.21
N -2.726 -0.513 -0.960 -1.46 -0.76 -1.56
N 3.302 -1.814 0.169 1.12 1.14 0.59
N -1.610 0.943 0.255 -1.14 1.63 0.39
N 1.245 -1.650 -0.649 1.25 -1.50 -2.20
N -0.723 0.047 -0.061 0.80 -1.08 1.20
N 1.453 -0.739 0.283 -2.51 -0.05 -0.81
O 0.438 2.784 0.303 2.49 -0.62 0.21
H -3.597 1.225 -0.248 -1.17 0.73 0.02
H 2.636 -3.135 -1.241 0.19 -1.63 -1.73
H -1.316 -1.902 -0.519 0.71 -2.71 0.64
H 2.942 -0.255 1.677 0.15 -0.30 -0.81
H -1.347 3.245 0.040 -1.77 0.54 0.09
H -0.931 -0.763 -1.933 -0.06 -1.14 0.01
H -1.015 2.368 1.639 -0.18 0.23 1.81
H 0.602 0.789 1.275 0.34 2.52 2.27
```
Positions in Å, forces in eV/Å.

---

The following is a quantum chemistry calculation of C6H8NO3P in the gas phase, from the OMol25 dataset.

## Properties
Energy relative to the best compared isomer or geometry (same formula, charge and spin): 421.0 kJ/mol
Spin multiplicity: 1
E_tot: -855.1168 hartree
HOMO level: -7.97 eV
HOMO-LUMO gap: 7.98 eV

Structure (XYZ):
```
19
Properties=species:S:1:pos:R:3:forces:R:3
C -1.528 -3.684 -3.090 -0.80 -1.77 -0.64
C -1.153 -2.817 -2.356 0.28 -0.42 -0.25
C 0.545 -1.453 -1.379 3.18 -0.34 -0.51
C -0.725 -1.759 -1.481 -2.58 -1.43 -0.92
C 1.100 -0.715 0.925 -2.52 -0.54 -0.18
C -0.644 3.063 0.742 -1.83 1.57 2.36
N 0.822 -0.375 -0.545 1.55 2.68 2.84
O -0.506 1.591 -1.832 -0.27 0.73 -0.81
O -1.687 -1.161 -0.897 0.05 2.52 0.99
O -0.437 1.640 0.776 0.54 -1.33 -1.03
P -0.199 0.888 -0.621 -0.85 -1.84 0.60
H -1.931 -4.576 -3.614 0.65 1.45 0.58
H 1.418 -1.988 -1.776 -0.74 0.35 -0.09
H 1.452 0.118 1.573 -0.39 -0.48 -0.80
H 0.042 -1.080 1.153 1.56 0.33 0.98
H 1.745 -1.573 1.010 0.41 -0.08 -0.39
H -0.941 3.335 -0.266 1.22 0.66 -0.20
H 0.131 3.577 1.424 -0.63 -0.74 -2.06
H -1.608 3.380 1.293 1.17 -1.31 -0.47
```
Positions in Å, forces in eV/Å.

---

The following is a quantum chemistry calculation of C6H8NOPS2 in the gas phase, from the OMol25 dataset.

## Properties
Energy relative to the best compared isomer or geometry (same formula, charge and spin): 0.0 kJ/mol
Spin multiplicity: 1
E_tot: -1501.2124 hartree
HOMO level: -7.95 eV
HOMO-LUMO gap: 8.27 eV
SMILES: O[P@](=S)(S)Nc1ccccc1

Structure (XYZ):
```
19
Properties=species:S:1:pos:R:3:forces:R:3
O -1.826 -1.596 1.491 0.00 -0.13 -0.50
P -2.541 -0.332 0.834 2.47 2.54 -0.16
S -3.897 0.540 1.903 0.69 -0.21 -0.71
S -3.046 -1.148 -1.021 0.20 0.04 0.17
N -0.978 0.872 0.479 -3.99 -2.19 1.05
C 0.259 0.535 0.002 0.23 -0.02 -0.03
C 1.277 1.492 0.041 0.04 -0.01 -0.03
C 2.545 1.174 -0.401 -0.02 0.03 0.00
C 2.820 -0.093 -0.892 0.21 -0.07 -0.10
C 1.808 -1.036 -0.949 0.09 -0.01 0.00
C 0.535 -0.731 -0.506 -0.08 -0.04 -0.07
H -1.440 -1.421 2.354 0.09 0.17 0.25
H -4.290 -0.660 -0.978 -0.06 0.10 0.11
H -1.176 1.832 0.717 -0.04 -0.09 0.04
H 1.060 2.480 0.426 0.01 0.04 0.03
H 3.322 1.924 -0.357 0.06 0.02 -0.02
H 3.814 -0.339 -1.234 0.06 -0.02 -0.02
H 2.008 -2.023 -1.343 0.02 -0.05 -0.02
H -0.253 -1.468 -0.564 0.04 -0.10 0.02
```
Positions in Å, forces in eV/Å.

---

The following is a quantum chemistry calculation of a molecular structure, C6H8NaO6, from the OMol25 dataset.

## Properties
Energy relative to the best compared isomer or geometry (same formula, charge and spin): 87.6 kJ/mol
Expectation value of S²: 0.76
Spin multiplicity: 2
E_tot: -847.1462 hartree
HOMO level (spin up / spin down): -9.06 / -9.06 eV
HOMO-LUMO gap (spin up / spin down): 8.10 / 6.22 eV

Structure (XYZ):
```
21
Properties=species:S:1:pos:R:3:forces:R:3
O -1.841 1.798 0.754 0.26 0.29 0.31
C -2.132 3.036 0.422 -0.27 -0.68 -0.49
O -2.669 3.375 -0.648 0.28 0.19 0.51
O -1.875 3.963 1.234 -0.10 0.15 -0.19
C -2.044 0.748 -0.223 -0.11 0.05 -0.44
H -3.125 0.582 -0.339 0.27 0.13 0.08
H -1.638 1.086 -1.186 -0.13 -0.07 0.16
C -1.344 -0.487 0.272 2.46 -0.96 -0.38
H -1.390 -0.555 1.367 -0.12 0.07 -0.24
H -1.847 -1.369 -0.146 0.05 0.16 0.10
O 2.547 -0.702 -1.144 1.16 -0.92 -0.53
C 3.038 -1.120 -0.049 -0.76 2.22 -0.23
C 0.331 -0.615 -0.194 -4.97 -0.27 1.36
O 4.147 -0.764 0.392 0.84 -0.66 -0.09
O 2.214 -1.759 0.805 0.17 -0.76 0.40
C 0.859 -1.925 0.378 0.31 0.44 -0.35
H 0.218 -0.696 -1.284 0.77 0.94 0.56
H 0.747 0.240 0.358 0.32 -0.15 -1.07
H 0.822 -2.724 -0.373 -0.13 0.10 0.16
H 0.302 -2.226 1.274 0.26 0.02 -0.18
Na 4.679 0.114 -1.669 -0.56 -0.28 0.54
```
Positions in Å, forces in eV/Å.

---

The following is a quantum chemistry calculation of C6H8O2 in the gas phase, from the OMol25 dataset.

## Properties
Energy relative to the best compared isomer or geometry (same formula, charge and spin): 331.8 kJ/mol
Spin multiplicity: 1
E_tot: -383.7837 hartree
HOMO level: -10.29 eV
HOMO-LUMO gap: 11.01 eV
SMILES: C#CC(C)(C)C(=O)O

Structure (XYZ):
```
16
Properties=species:S:1:pos:R:3:forces:R:3
C -2.839 -0.246 0.007 0.75 0.18 -0.02
C -1.645 -0.066 -0.005 2.14 -0.86 -0.07
C 0.083 -0.010 -0.035 -7.20 -1.22 -0.15
C 0.481 -0.744 -1.310 0.42 0.09 -0.16
C 0.514 -0.665 1.272 0.44 0.11 0.16
C 0.189 1.444 -0.095 5.50 1.10 0.53
O -0.353 2.488 0.003 0.01 -1.51 -0.24
O 1.784 1.345 -0.147 -2.09 1.91 0.48
H -3.896 -0.383 0.011 0.06 0.06 0.01
H 1.555 -0.948 -1.291 -0.11 0.05 0.01
H 0.268 -0.146 -2.199 -0.04 -0.07 0.13
H -0.068 -1.684 -1.390 0.08 0.15 0.14
H 0.341 -0.005 2.127 -0.03 -0.08 -0.13
H -0.048 -1.587 1.434 0.02 0.16 -0.15
H 1.579 -0.905 1.229 -0.12 0.12 -0.02
H 2.055 2.113 0.389 0.16 -0.17 -0.53
```
Positions in Å, forces in eV/Å.

---

The following is a quantum chemistry calculation of C6H8O2 in the gas phase, from the OMol25 dataset.

## Properties
Energy relative to the best compared isomer or geometry (same formula, charge and spin): 306.6 kJ/mol
Spin multiplicity: 1
E_tot: -383.7933 hartree
HOMO level: -9.37 eV
HOMO-LUMO gap: 9.25 eV
SMILES: C=COC(=O)C(=C)C

Structure (XYZ):
```
16
Properties=species:S:1:pos:R:3:forces:R:3
C -0.246 1.893 1.492 -0.23 -0.67 -0.60
C -0.672 0.665 1.207 -3.51 1.12 0.36
O -1.876 0.362 0.190 2.11 1.13 1.81
C -1.355 -0.679 -0.451 1.50 -2.01 0.46
O -1.883 -1.745 -0.687 0.11 1.73 -0.07
C 0.145 -0.429 -0.638 0.04 -0.41 -3.16
C 0.446 0.508 -1.574 -0.21 -0.86 0.75
C 1.096 -1.524 -0.258 0.21 -0.05 0.21
H 0.106 2.110 2.494 0.47 -0.26 -0.24
H -0.196 2.676 0.747 -0.44 0.08 0.13
H -0.720 -0.146 1.921 0.19 -0.04 -0.07
H 1.425 0.553 -2.040 0.04 0.12 0.27
H -0.304 1.204 -1.936 0.02 -0.06 0.05
H 2.097 -1.364 -0.667 -0.15 0.16 0.01
H 1.195 -1.593 0.828 -0.02 -0.09 0.00
H 0.744 -2.490 -0.627 -0.13 0.12 0.08
```
Positions in Å, forces in eV/Å.

---

The following is a quantum chemistry calculation of C6H8O2 in the gas phase, from the OMol25 dataset.

## Properties
Energy relative to the best compared isomer or geometry (same formula, charge and spin): 627.2 kJ/mol
Spin multiplicity: 1
E_tot: -383.6712 hartree
HOMO level: -9.05 eV
HOMO-LUMO gap: 10.10 eV
SMILES: C1[C@H]2OC3(CC3)O[C@H]12

Structure (XYZ):
```
16
Properties=species:S:1:pos:R:3:forces:R:3
C 2.597 -0.040 0.061 0.56 -0.17 0.70
C 1.287 0.675 0.194 -0.62 0.47 0.77
O 0.095 1.235 -0.362 -0.76 -1.09 -0.52
C -0.745 0.028 -0.029 -1.39 1.03 -0.35
C -2.034 -0.133 -0.737 0.54 -2.25 0.87
C -2.025 0.125 0.753 1.04 -0.27 0.65
O 0.026 -1.144 0.205 -0.14 -0.49 0.21
C 1.227 -0.711 -0.316 1.90 1.32 -0.34
H 3.119 -0.072 1.074 -0.67 -0.14 -1.61
H 3.232 -0.032 -0.827 -0.02 0.01 0.43
H 1.032 0.780 1.247 0.79 -0.64 0.36
H -2.280 0.666 -1.341 -0.79 1.35 -1.29
H -2.302 -1.166 -1.026 0.20 0.88 -0.15
H -2.124 -0.749 1.427 -0.32 0.83 -0.46
H -2.325 1.106 1.098 -0.05 -0.17 0.13
H 1.220 -0.566 -1.420 -0.26 -0.67 0.60
```
Positions in Å, forces in eV/Å.

---

The following is a quantum chemistry calculation of C6H8O2 in the gas phase, from the OMol25 dataset.

## Properties
Energy relative to the best compared isomer or geometry (same formula, charge and spin): 420.2 kJ/mol
Spin multiplicity: 1
E_tot: -383.7501 hartree
HOMO level: -8.66 eV
HOMO-LUMO gap: 9.69 eV
SMILES: CC1[C@@H]2OC=CO[C@@H]12

Structure (XYZ):
```
16
Properties=species:S:1:pos:R:3:forces:R:3
C 1.032 1.445 2.026 -0.42 1.25 -0.48
C -0.153 1.142 1.129 -0.94 -0.50 0.05
C 0.158 0.729 -0.294 -1.00 -0.35 1.59
O -0.449 0.670 -1.530 -0.77 0.11 -1.17
C -0.357 -0.688 -1.777 -0.56 -0.65 -1.31
C -0.066 -1.682 -0.917 -0.46 -1.13 -0.26
O 0.165 -1.510 0.431 -0.01 -0.32 0.87
C -0.511 -0.284 0.634 1.00 1.12 -0.42
H 1.844 0.760 1.822 0.20 -0.08 0.09
H 0.777 1.455 3.084 -0.14 -0.45 0.00
H 1.353 2.486 1.826 0.11 -0.53 -0.07
H -1.108 1.688 1.325 0.98 -0.43 -0.09
H 1.184 0.547 -0.501 1.09 -0.24 0.75
H -0.574 -0.962 -2.811 0.01 0.23 0.30
H -0.250 -2.760 -1.182 0.68 1.35 -0.03
H -1.570 -0.472 0.424 0.23 0.64 0.17
```
Positions in Å, forces in eV/Å.

---

The following is a quantum chemistry calculation of C6H8O2 in the gas phase, from the OMol25 dataset.

## Properties
Energy relative to the best compared isomer or geometry (same formula, charge and spin): 334.6 kJ/mol
Spin multiplicity: 1
E_tot: -383.7827 hartree
HOMO level: -9.96 eV
HOMO-LUMO gap: 10.76 eV
SMILES: C#C[C@]1(CO)O[C@H]1C

Structure (XYZ):
```
16
Properties=species:S:1:pos:R:3:forces:R:3
C -2.113 -1.476 1.758 0.72 0.22 -0.15
C -1.319 -0.829 1.127 -0.59 0.12 0.07
C -0.392 0.058 0.436 -0.83 -0.18 0.70
C 0.998 -0.040 0.958 0.29 -1.12 0.56
O 1.628 -1.157 0.294 0.48 0.81 0.43
O -0.883 1.404 0.196 0.27 -0.18 0.48
C -0.703 0.531 -0.898 0.50 0.23 -1.63
C 0.370 0.912 -1.936 -0.79 0.08 0.67
H -2.700 -2.067 2.413 -0.24 -0.09 -0.07
H 0.948 -0.290 2.044 0.08 0.56 -0.59
H 1.489 0.912 0.792 0.36 0.09 -0.03
H 2.514 -1.214 0.691 -0.39 -0.22 -0.33
H -1.657 0.204 -1.297 0.04 -0.16 -0.20
H 0.497 0.139 -2.695 0.05 -0.13 0.27
H 0.008 1.803 -2.465 0.26 -0.05 0.21
H 1.316 1.112 -1.419 -0.21 0.02 -0.39
```
Positions in Å, forces in eV/Å.

---

The following is a quantum chemistry calculation of 2 unconnected molecules or ions with the total composition C6H8O2S, from the OMol25 dataset.

## Properties
Energy relative to the best compared isomer or geometry (same formula, charge and spin): 312.5 kJ/mol
Expectation value of S²: 2.02
Spin multiplicity: 3
E_tot: -781.7998 hartree
HOMO level (spin up / spin down): -8.18 / -10.18 eV
HOMO-LUMO gap (spin up / spin down): 8.87 / 7.53 eV

Structure (XYZ):
```
17
Properties=species:S:1:pos:R:3:forces:R:3
C -1.480 1.085 0.076 -1.45 -0.10 0.19
C -0.337 1.747 0.075 1.40 -0.28 -1.89
C -0.682 -1.322 0.114 -1.31 -3.21 -0.21
C 0.470 -1.076 0.978 1.99 2.36 0.87
C -0.981 -0.138 -0.750 0.32 2.57 -0.35
C 0.370 0.817 -0.789 -2.26 -0.82 2.54
O 2.406 0.839 0.868 -0.59 0.51 0.52
O 2.417 -0.770 -0.916 -0.34 -0.78 -0.64
S 1.628 -0.003 0.001 2.11 -1.24 0.57
H -2.317 1.437 0.689 -0.28 -1.02 -0.37
H 0.015 2.591 0.575 0.43 1.26 0.68
H -0.465 -2.238 -0.527 -0.31 1.11 0.65
H -1.469 -1.645 0.856 0.02 0.45 -1.28
H 0.298 -0.416 1.844 -0.44 -0.03 -0.34
H 0.958 -1.912 1.423 0.57 -0.87 -0.25
H -1.429 -0.288 -1.747 0.09 -0.19 0.69
H 0.598 1.292 -2.771 0.04 0.30 -1.37
```
Positions in Å, forces in eV/Å.

---

The following is a quantum chemistry calculation of C6H8O3 in the gas phase, from the OMol25 dataset.

## Properties
Energy relative to the best compared isomer or geometry (same formula, charge and spin): 350.0 kJ/mol
Spin multiplicity: 1
E_tot: -459.0169 hartree
HOMO level: -9.18 eV
HOMO-LUMO gap: 9.97 eV
SMILES: O=C1[C@@H]2COC[C@H]1OC2

Structure (XYZ):
```
17
Properties=species:S:1:pos:R:3:forces:R:3
O -0.620 2.146 -1.182 2.69 -4.13 0.41
C -0.072 1.125 -0.665 -4.12 6.72 0.76
C 0.669 -0.077 -1.061 -1.69 -1.90 0.62
C -0.451 -1.166 -0.819 -1.32 3.41 4.38
O -1.723 -0.444 -0.290 1.76 -0.93 1.74
C -1.437 0.052 1.130 2.84 -1.18 -3.03
C -0.180 1.001 0.893 0.40 -0.90 0.08
O 1.170 0.527 1.109 -0.30 -0.57 1.12
C 1.685 -0.188 -0.032 3.87 1.24 2.02
H 1.084 -0.189 -2.002 0.41 0.20 -2.12
H -0.802 -1.492 -1.659 -1.90 -1.62 -5.37
H -0.328 -2.076 -0.250 0.96 0.23 0.86
H -2.193 0.721 1.478 -1.00 -0.26 0.02
H -1.185 -0.839 1.744 -0.46 0.75 0.00
H -0.386 1.855 1.610 0.89 -0.37 -1.60
H 2.772 0.226 -0.266 -2.35 -0.02 0.02
H 1.995 -1.182 0.262 -0.68 -0.65 0.09
```
Positions in Å, forces in eV/Å.